Density functional theory data (ωB97M-V with the def2-TZVPD basis set) for the molecule C6H6O2.

Values from the calculation:
Relative energy (zero: lowest compared OMol25 entry of this formula, charge and spin) ... 4.679 eV
E_tot ... -10408.7302 eV
Gap between HOMO and LUMO ... 7.87 eV
SMILES ... C#C/C(=C/C=O)OC
LUMO ... -0.0285 Ha

Bonds (Å) are listed after each position.
CARTESIAN COORDINATES (ANGSTROEM)
1 C 1.68595 -1.38582 0.66103  H7 1.113, H8 0.989, H9 1.114, O13 1.558
2 C -0.13438 0.14019 0.02109  C3 1.436, C5 1.333, O13 1.340
3 C -0.82105 0.97381 -0.92478  C2 1.436, C4 1.376, H10 1.133
4 C -0.32936 1.27690 -2.17357  C3 1.376, H11 1.101, O14 1.228
5 C -0.85370 -0.08002 1.12157  C2 1.333, C6 1.305
6 C -1.75441 -0.00321 2.06249  C5 1.305, H12 1.060
7 H 1.80635 -0.51722 1.34728  C1 1.113
8 H 1.20535 -2.18881 0.97972  C1 0.989
9 H 2.73738 -1.57922 0.34626  C1 1.114
10 H -1.66396 1.51808 -0.39880  C3 1.133
11 H -0.80004 2.12746 -2.68964  C4 1.101
12 H -2.44133 -0.23693 2.83538  C6 1.060
13 O 0.82253 -0.68335 -0.42846  C1 1.558, C2 1.340
14 O 0.54067 0.63813 -2.75957  C4 1.228

Mulliken atomic charge list, values in e, 8 entries: atom 1 (C): -0.686, atom 2 (C): 0.679, atom 3 (C): -0.581, atom 4 (C): 0.055, atom 5 (C): -0.076, atom 6 (C): -0.415, atom 7 (H): 0.327, atom 8 (H): 0.321

---

Density functional theory data (ωB97M-V with the def2-TZVPD basis set) for the molecule C6H6O2.

Values from the calculation:
Relative energy (zero: lowest compared OMol25 entry of this formula, charge and spin) ... 6.401 eV
E_tot ... -10407.0084 eV
Gap between HOMO and LUMO ... 8.48 eV
LUMO ... -0.0273 Ha

Bonds (Å) are listed after each position.
CARTESIAN COORDINATES (ANGSTROEM)
1 C 0.78992 -0.78024 -0.24128  C2 1.519, C6 1.534, H7 1.087, O13 1.440
2 C 0.86928 0.73662 -0.24756  C1 1.519, C6 1.513, H8 1.092, O14 1.424
3 C -1.45461 0.76992 -0.07144  C4 1.459, C5 1.492, H9 1.142, O14 1.379
4 C -1.50317 -0.68227 -0.19886  C3 1.459, C5 1.509, H10 1.122, O13 1.381
5 C -2.11780 -0.01745 1.00855  C3 1.492, C4 1.509
6 C 1.71441 -0.04285 0.73553  C1 1.534, C2 1.513, H11 1.097, H12 1.092
7 H 1.26069 -1.32802 -1.05397  C1 1.087
8 H 1.28327 1.20663 -1.14182  C2 1.092
9 H -2.17604 1.37265 -0.71936  C3 1.142
10 H -2.14272 -1.19527 -0.96533  C4 1.122
11 H 1.37505 -0.02239 1.77896  C6 1.097
12 H 2.78983 -0.06066 0.54562  C6 1.092
13 O -0.41013 -1.36050 0.30379  C1 1.440, C4 1.381
14 O -0.27799 1.40385 0.26717  C2 1.424, C3 1.379

Mulliken atomic charge list, values in e, 8 entries: atom 1 (C): -0.034, atom 2 (C): -0.036, atom 3 (C): 0.153, atom 4 (C): 0.010, atom 5 (C): -0.491, atom 6 (C): -0.784, atom 7 (H): 0.368, atom 8 (H): 0.367

---

Density functional theory data (ωB97M-V with the def2-TZVPD basis set) for the molecule C6H6O2.

Values from the calculation:
Relative energy (zero: lowest compared OMol25 entry of this formula, charge and spin) ... 4.921 eV
E_tot ... -10408.4879 eV
Gap between HOMO and LUMO ... 9.79 eV
SMILES ... C1=C[C@H]2O[C@H]2[C@H]2O[C@H]12
LUMO ... 0.0248 Ha

Bonds (Å) are listed after each position.
CARTESIAN COORDINATES (ANGSTROEM)
1 C 0.25001 1.29778 0.61609  C2 1.520, C6 1.525, H7 1.135, O13 1.401
2 C 0.04922 0.11682 1.55166  C1 1.520, C3 1.378, H8 1.116
3 C -0.23570 -1.03683 0.85444  C2 1.378, C4 1.491, H9 1.082
4 C -0.59419 -1.01865 -0.59259  C3 1.491, C5 1.456, H10 1.127, O14 1.433
5 C -0.02673 0.00435 -1.45984  C4 1.456, C6 1.460, H11 1.115, O14 1.452
6 C 0.92289 0.74968 -0.63831  C1 1.525, C5 1.460, H12 1.102, O13 1.423
7 H -0.75302 1.82692 0.66117  C1 1.135
8 H 0.03599 0.21691 2.66311  C2 1.116
9 H -0.31395 -2.00649 1.32729  C3 1.082
10 H -0.96722 -2.01091 -0.97648  C4 1.127
11 H 0.15955 -0.31283 -2.51197  C5 1.115
12 H 1.71961 0.05263 -0.33035  C6 1.102
13 O 1.16869 2.05335 -0.12471  C1 1.401, C6 1.423
14 O -1.41516 0.06727 -1.03952  C4 1.433, C5 1.452

Mulliken atomic charge list, values in e, 8 entries: atom 1 (C): 0.022, atom 2 (C): -0.460, atom 3 (C): -0.671, atom 4 (C): 0.294, atom 5 (C): -0.280, atom 6 (C): -0.132, atom 7 (H): 0.236, atom 8 (H): 0.339

---

Density functional theory data (ωB97M-V with the def2-TZVPD basis set) for the molecule C6H6O2.

Values from the calculation:
Relative energy (zero: lowest compared OMol25 entry of this formula, charge and spin) ... 1.390 eV
E_tot ... -10412.0190 eV
Gap between HOMO and LUMO ... 8.84 eV
SMILES ... C=Cc1occc1O
LUMO ... 0.0281 Ha

Bonds (Å) are listed after each position.
CARTESIAN COORDINATES (ANGSTROEM)
1 C 0.46189 -0.24075 -0.76371  C2 1.445, C4 1.372, O13 1.371
2 C 1.09099 0.77821 -1.57280  C1 1.445, C3 1.368, H8 1.077
3 C 0.98852 1.92127 -0.82839  C2 1.368, H9 1.091, O14 1.342
4 C 0.01929 0.41853 0.35541  C1 1.372, C5 1.478, O14 1.305
5 C -0.78919 -0.10675 1.47589  C4 1.478, C6 1.348, H10 1.162
6 C -1.43575 -1.28569 1.38639  C5 1.348, H11 1.043, H12 1.080
7 H 0.88979 -2.11428 -1.01943  O13 1.008
8 H 1.58463 0.55103 -2.50258  C2 1.077
9 H 1.19655 2.99193 -0.83625  C3 1.091
10 H -0.93717 0.47650 2.46954  C5 1.162
11 H -1.92688 -1.71960 2.19798  C6 1.043
12 H -1.47120 -1.85686 0.47074  C6 1.080
13 O 0.08311 -1.51476 -1.10017  C1 1.371, H7 1.008
14 O 0.24542 1.70122 0.26738  C3 1.342, C4 1.305

Mulliken atomic charge list, values in e, 8 entries: atom 1 (C): 0.735, atom 2 (C): -0.609, atom 3 (C): -0.362, atom 4 (C): 0.244, atom 5 (C): -0.270, atom 6 (C): -0.780, atom 7 (H): 0.349, atom 8 (H): 0.419

---

Density functional theory data (ωB97M-V with the def2-TZVPD basis set) for the molecule C6H6O2S.

Values from the calculation:
Relative energy (zero: lowest compared OMol25 entry of this formula, charge and spin) ... 3.127 eV
E_tot ... -21245.6317 eV
Gap between HOMO and LUMO ... 9.21 eV
LUMO ... 0.0159 Ha

Bonds (Å) are listed after each position.
CARTESIAN COORDINATES (ANGSTROEM)
1 C -1.20526 0.71073 -0.95772  C2 1.317, C3 1.479, H10 1.063
2 C -1.17857 -0.60571 -0.93208  C1 1.317, C4 1.444, H11 1.029
3 C -0.65505 1.40048 0.22901  C1 1.479, C5 1.500, O7 1.189
4 C -0.60063 -1.34647 0.16505  C2 1.444, H12 1.138, H13 1.152
5 C 0.80904 1.18717 0.47680  C3 1.500, C6 1.464, S9 1.749, H14 1.063
6 C 1.12837 -0.24111 0.43474  C5 1.464, O8 1.351, S9 1.782
7 O -1.36638 2.00082 0.96934  C3 1.189
8 O 2.06212 -0.89711 1.15702  C6 1.351, H15 0.962
9 S 1.55121 0.68773 -1.02656  C5 1.749, C6 1.782
10 H -1.51604 1.40725 -1.69838  C1 1.063
11 H -1.55466 -1.19640 -1.68574  C2 1.029
12 H -1.07067 -1.29689 1.20043  C4 1.138
13 H -0.25586 -2.39739 -0.15702  C4 1.152
14 H 1.11024 1.88945 1.21536  C5 1.063
15 H 2.74216 -1.30256 0.60976  O8 0.962

Mulliken atomic charge list, values in e, 8 entries: atom 1 (C): -0.438, atom 2 (C): -0.206, atom 3 (C): 0.316, atom 4 (C): -0.729, atom 5 (C): -0.159, atom 6 (C): 0.098, atom 7 (O): -0.545, atom 8 (O): -0.502

---

Density functional theory data (ωB97M-V with the def2-TZVPD basis set) for the molecule C6H6O3.

Values from the calculation:
Relative energy (zero: lowest compared OMol25 entry of this formula, charge and spin) ... 0.843 eV
E_tot ... -12460.2606 eV
Gap between HOMO and LUMO ... 9.35 eV
SMILES ... O=C1OCC=C/C1=C/O
LUMO ... 0.0286 Ha

Bonds (Å) are listed after each position.
CARTESIAN COORDINATES (ANGSTROEM)
1 C -0.41562 -1.18500 -0.09263  C2 1.338, C5 1.510, H10 1.081
2 C -0.74808 0.05444 -0.47262  C1 1.338, C6 1.444, H11 1.081
3 C -0.07856 2.50336 -0.37099  C6 1.338, O7 1.324, H12 1.085
4 C 1.37274 0.66644 0.70590  C6 1.637, O8 1.213, O9 1.444
5 C 0.79688 -1.65317 0.67522  C1 1.510, O9 1.428, H14 1.101, H15 1.102
6 C 0.07139 1.19461 -0.13426  C2 1.444, C3 1.338, C4 1.637
7 O 0.72720 3.48172 0.01315  C3 1.324, H13 0.985
8 O 2.15585 1.51742 1.07123  C4 1.213
9 O 1.74438 -0.67253 1.09965  C4 1.444, C5 1.428
10 H -1.06985 -2.00590 -0.35054  C1 1.081
11 H -1.65483 0.21444 -1.03875  C2 1.081
12 H -0.94260 2.84668 -0.93027  C3 1.085
13 H 1.47884 3.09213 0.51668  O7 0.985
14 H 0.46969 -2.17485 1.58840  C5 1.101
15 H 1.34342 -2.37772 0.05082  C5 1.102

Mulliken atomic charge list, values in e, 8 entries: atom 1 (C): -0.431, atom 2 (C): -0.473, atom 3 (C): -0.277, atom 4 (C): 0.600, atom 5 (C): -0.492, atom 6 (C): 0.512, atom 7 (O): -0.545, atom 8 (O): -0.648

---

Density functional theory data (ωB97M-V with the def2-TZVPD basis set) for the molecule C6H6O3.

Values from the calculation:
Relative energy (zero: lowest compared OMol25 entry of this formula, charge and spin) ... 1.639 eV
E_tot ... -12459.4643 eV
Gap between HOMO and LUMO ... 9.03 eV
SMILES ... CC(=O)Oc1ccco1
LUMO ... 0.0297 Ha

Bonds (Å) are listed after each position.
CARTESIAN COORDINATES (ANGSTROEM)
1 C 0.86477 2.90030 -0.23751  C2 1.584, H7 1.091, H8 1.164, H9 1.083
2 C 0.96485 1.35484 0.09666  C1 1.584, O13 1.182, O14 1.464
3 C -0.52951 -0.46744 0.03821  C4 1.358, O14 1.352, O15 1.418
4 C -0.53835 -1.33942 1.07897  C3 1.358, C5 1.414, H10 1.113
5 C -0.52781 -2.60592 0.45082  C4 1.414, C6 1.422, H11 1.104
6 C -0.86209 -2.42416 -0.91979  C5 1.422, H12 1.003, O15 1.358
7 H 1.81945 3.39422 -0.05279  C1 1.091
8 H 0.07035 3.36252 0.47646  C1 1.164
9 H 0.62678 2.95120 -1.29303  C1 1.083
10 H -0.80363 -0.90555 2.06922  C4 1.113
11 H -0.45195 -3.64325 0.82090  C5 1.104
12 H -1.01525 -2.96966 -1.74737  C6 1.003
13 O 1.84560 0.60737 0.34837  C2 1.182
14 O -0.41568 0.87891 -0.00578  C2 1.464, C3 1.352
15 O -1.04754 -1.09396 -1.12334  C3 1.418, C6 1.358

Mulliken atomic charge list, values in e, 8 entries: atom 1 (C): -0.965, atom 2 (C): 0.665, atom 3 (C): 0.579, atom 4 (C): -0.382, atom 5 (C): -0.411, atom 6 (C): -0.429, atom 7 (H): 0.337, atom 8 (H): 0.267

---

Density functional theory data (ωB97M-V with the def2-TZVPD basis set) for the molecule C6H6O4.

Values from the calculation:
Relative energy (zero: lowest compared OMol25 entry of this formula, charge and spin) ... 9.418 eV
E_tot ... -14500.0473 eV
Gap between HOMO and LUMO ... 9.52 eV
LUMO ... 0.0160 Ha

Bonds (Å) are listed after each position.
CARTESIAN COORDINATES (ANGSTROEM)
1 C 0.93105 -1.78518 -0.34940  C2 1.309, O7 1.403, H11 1.087
2 C 1.66614 -1.10808 -1.19443  C1 1.309, C4 1.285
3 C -1.15751 -0.74502 -0.79655  O7 1.406, O10 1.281
4 C 2.37357 -0.44682 -2.03934  C2 1.285, O8 1.352, O9 1.321
5 C -0.70993 1.46760 1.42098  C6 1.582, H12 1.156, H13 1.001, H14 1.060
6 C -1.88766 0.43436 1.20278  C5 1.582, O10 1.496, H15 1.050, H16 1.018
7 O -0.29989 -1.33286 0.15039  C1 1.403, C3 1.406
8 O 3.09345 0.67134 -2.28266  C4 1.352, O9 1.444
9 O 2.73288 -0.28818 -3.30013  C4 1.321, O8 1.444
10 O -1.96294 0.08925 -0.25129  C3 1.281, C6 1.496
11 H 1.26920 -2.71539 0.10034  C1 1.087
12 H -1.20527 2.43789 1.80659  C5 1.156
13 H -0.05101 1.12535 2.09245  C5 1.001
14 H -0.27174 1.71150 0.48687  C5 1.060
15 H -2.82156 0.91287 1.24554  C6 1.050
16 H -1.69876 -0.42865 1.70786  C6 1.018

Mulliken atomic charge list, values in e, 8 entries: atom 1 (C): -0.348, atom 2 (C): -0.099, atom 3 (C): -0.285, atom 4 (C): 0.842, atom 5 (C): -0.997, atom 6 (C): -0.265, atom 7 (O): -0.111, atom 8 (O): -0.285